No. 1
{"formula": "C19H22BrNSr", "method": "ωB97M-V/def2-TZVPD", "symbols": ["H", "C", "H", "H", "C", "H", "C", "Br", "C", "H", "H", "H", "C", "H", "H", "C", "C", "H", "H", "Sr", "H", "H", "H", "C", "C", "C", "C", "C", "H", "C", "H", "N", "C", "H", "H", "H", "H", "H", "H", "C", "C", "C", "C", "C"], "coordinates": [[-1.47, -1.76, 2.90], [-0.91, -2.29, -2.92], [-0.37, -0.43, 4.69], [2.62, 1.39, 1.13], [3.48, 1.25, -2.09], [1.61, 1.45, -4.86], [-1.93, -1.86, -2.02], [1.92, -3.41, -0.32], [2.27, 1.21, 3.26], [3.95, 1.61, -1.17], [-0.45, -3.28, -2.95], [2.26, 3.02, -2.77], [0.75, 0.38, 1.59], [2.84, -0.92, -4.57], [-2.47, -2.48, -1.29], [-2.98, 0.80, 1.26], [-0.10, -0.18, 2.53], [-3.17, 0.20, 0.34], [-3.91, 1.32, 1.54], [0.10, -1.37, -0.27], [0.14, -1.22, -4.59], [-1.62, -1.37, 1.17], [-2.91, 0.15, -1.78], [1.92, 1.03, 1.89], [2.60, 2.00, -2.94], [-1.41, -0.92, 2.18], [2.22, 1.17, -4.02], [1.41, 0.70, 4.25], [-1.31, 0.90, -3.83], [3.66, -0.03, -2.66], [1.65, 0.86, 5.30], [-2.58, -0.05, 2.36], [-2.95, 0.32, 3.68], [3.17, 1.75, 3.57], [4.24, -0.86, -2.26], [-4.02, 0.60, 3.67], [-2.20, 1.55, 0.99], [-2.35, 1.17, 4.07], [-2.79, -0.56, 4.33], [-1.34, -0.08, -3.36], [0.27, 0.00, 3.90], [2.91, -0.08, -3.88], [-2.17, -0.48, -2.29], [-0.57, -1.20, -3.76]], "lowdin_charge": [0.12, -0.26, 0.08, 0.07, -0.23, 0.04, -0.36, -0.40, -0.12, 0.04, 0.07, 0.04, -0.24, 0.05, 0.07, -0.09, -0.31, 0.06, 0.08, 1.01, 0.08, 0.05, 0.05, -0.14, -0.23, -0.21, -0.24, -0.15, 0.08, -0.22, 0.08, -0.30, -0.13, 0.08, 0.05, 0.07, 0.09, 0.08, 0.08, -0.17, -0.09, -0.23, -0.24, -0.17], "multiplicity": 1, "fmax_ev_per_a": 3.05, "e_tot_ev": -92426.880, "total_charge": -2}

---

No. 2
{"formula": "C13H19N3O", "method": "ωB97M-V/def2-TZVPD", "symbols": ["N", "H", "H", "H", "H", "H", "C", "C", "H", "C", "C", "C", "H", "H", "O", "C", "N", "H", "C", "H", "C", "C", "H", "H", "H", "N", "H", "C", "H", "H", "C", "H", "H", "C", "C", "H"], "coordinates": [[0.28, -0.25, 0.52], [0.74, 1.53, 1.47], [-3.78, 1.47, -1.22], [0.83, -5.29, -0.53], [4.02, 2.00, -0.88], [-1.39, 1.62, 1.12], [1.14, 0.88, 0.68], [0.67, -1.55, 0.24], [3.69, 2.20, 0.84], [-0.48, -3.64, -0.21], [3.58, 2.66, -0.14], [-3.92, 0.57, -0.62], [2.82, -1.59, 0.27], [2.07, 3.51, -1.39], [-5.31, 0.38, -0.53], [1.93, -3.51, -0.14], [-1.83, 0.87, 0.62], [4.15, 3.59, -0.13], [1.29, 1.67, -0.62], [2.89, -4.01, -0.23], [-1.10, -0.26, 0.46], [-3.27, 0.74, 0.76], [-3.44, -0.27, -1.13], [-3.67, 1.63, 1.24], [1.69, 3.56, 0.33], [-1.61, -1.44, 0.21], [-1.39, -4.20, -0.35], [1.91, -2.15, 0.14], [0.29, 1.94, -0.98], [-5.47, -0.46, -0.08], [0.76, -4.23, -0.31], [-3.51, -0.15, 1.36], [2.11, 0.51, 1.02], [2.12, 2.94, -0.46], [-0.53, -2.28, 0.06], [1.75, 1.02, -1.37]], "lowdin_charge": [0.02, 0.13, 0.12, 0.10, 0.08, 0.12, -0.14, -0.16, 0.06, -0.02, -0.11, -0.27, 0.10, 0.11, -0.07, -0.11, 0.06, 0.07, -0.19, 0.10, -0.35, -0.18, 0.11, 0.12, 0.11, 0.17, 0.11, -0.03, 0.11, 0.09, -0.11, 0.12, 0.12, -0.27, -0.22, 0.12], "multiplicity": 1, "fmax_ev_per_a": 0.66, "e_tot_ev": -20307.797, "smiles": "CCCCn1c(NCCO)nc2ccccc21"}

---

No. 3
{"formula": "C3H4N4O", "method": "ωB97M-V/def2-TZVPD", "symbols": ["N", "C", "H", "H", "N", "N", "C", "H", "H", "N", "O", "C"], "coordinates": [[-0.07, 1.47, 0.02], [0.74, 0.44, 0.28], [2.96, 1.03, 0.28], [-2.46, -0.88, 1.37], [-1.24, 1.12, -0.25], [-0.07, -0.73, 0.00], [-2.53, -0.93, 0.10], [-3.16, 0.07, -0.17], [-2.75, -1.80, -0.41], [-1.26, -0.29, -0.16], [2.75, -0.93, -0.17], [2.10, 0.16, 0.12]], "lowdin_charge": [0.04, -0.27, 0.16, 0.17, 0.05, 0.18, -0.01, 0.13, 0.05, -0.26, -0.05, -0.20], "multiplicity": 1, "fmax_ev_per_a": 9.16, "e_tot_ev": -11179.031, "smiles": "Cn1nnc(C=O)n1"}

---

No. 4
{"formula": "C2H6OS2", "method": "ωB97M-V/def2-TZVPD", "symbols": ["O", "H", "H", "H", "H", "C", "C", "H", "S", "H", "S"], "coordinates": [[1.24, -0.35, -1.56], [-1.26, 1.27, 1.92], [-1.45, 1.67, 0.11], [-2.00, -0.65, 0.91], [-0.17, -0.91, 0.86], [-0.81, 1.15, 0.90], [-1.01, -0.33, 0.68], [2.97, -1.33, -2.04], [2.49, -1.32, -0.78], [0.36, 1.45, 0.82], [-0.36, -0.65, -1.81]], "lowdin_charge": [-1.19, 0.08, 0.09, 0.06, -0.01, -0.20, -0.14, -0.13, 0.68, 0.12, 0.63], "multiplicity": 1, "fmax_ev_per_a": 3.50, "e_tot_ev": -25884.768}

---

No. 5
{"formula": "C3H9N2O", "method": "ωB97M-V/def2-TZVPD", "symbols": ["H", "H", "H", "N", "C", "H", "N", "C", "H", "H", "H", "O", "H", "C", "H"], "coordinates": [[-0.13, -1.33, -2.89], [0.75, 0.58, -2.14], [-2.26, 1.89, 2.81], [-0.23, -1.85, -2.02], [0.82, 0.16, -1.14], [1.15, 0.80, 0.76], [1.37, 0.96, -0.22], [0.43, -1.10, -0.93], [-1.85, 0.11, 3.24], [0.18, -2.77, -2.17], [1.61, 1.90, -0.45], [-0.67, 1.07, 1.90], [0.41, -1.58, 0.04], [-1.61, 1.02, 2.66], [-1.23, -1.98, -1.85]], "lowdin_charge": [0.16, 0.13, 0.09, 0.17, -0.19, 0.08, 0.11, -0.11, 0.09, 0.17, 0.12, -0.03, 0.12, -0.10, 0.17], "multiplicity": 1, "fmax_ev_per_a": 0.37, "e_tot_ev": -8276.815, "total_charge": 1}

---

No. 6
{"formula": "C5H8N2O", "method": "ωB97M-V/def2-TZVPD", "symbols": ["H", "H", "N", "C", "H", "H", "H", "C", "H", "C", "H", "C", "N", "H", "O", "C"], "coordinates": [[2.97, 1.23, -0.10], [1.51, -0.45, 1.78], [-1.82, -0.84, 0.84], [0.67, 0.88, -0.57], [0.69, -1.22, -0.82], [0.77, 1.06, -1.63], [3.17, 0.11, 1.67], [0.03, -0.50, -0.58], [-4.50, -0.01, -0.56], [-2.75, -0.75, 0.06], [-0.15, 1.52, -0.26], [2.23, 0.10, 1.28], [-3.75, -0.65, -0.58], [-0.64, -0.54, -1.46], [-0.46, -0.76, 0.74], [2.02, 0.82, 0.18]], "lowdin_spin": [0.00, 0.00, 0.55, 0.02, 0.01, 0.00, 0.00, 0.05, 0.04, 0.37, 0.00, 0.00, 0.50, 0.01, 0.43, 0.00], "multiplicity": 3, "fmax_ev_per_a": 6.10, "e_tot_ev": -10333.590, "s2": 2.019}